DFT (ωB97M-V/def2-TZVPD) results for 13 unconnected molecules or ions with the total composition H26O13 in a non-equilibrium geometry.

## Properties
* charge: 0
* highest occupied orbital energy: -10.731 eV
* total energy: -27041.3338 eV

Last column: Mulliken charge in e.
CARTESIAN COORDINATES (ANGSTROEM)
O (2.2512, 2.9537, -0.2952)  -0.67
H (2.8067, 2.1251, -0.1318)  0.49
H (2.7467, 3.7099, -0.0666)  0.27
O (3.5348, 0.5901, -0.0095)  -0.79
H (2.9399, 0.3856, -0.8040)  0.38
H (2.9089, 0.2680, 0.7257)  0.42
O (-0.5554, 2.3140, -2.0800)  -0.66
H (0.3560, 2.4870, -1.6982)  0.33
H (-0.6067, 1.3794, -2.3787)  0.31
O (2.4672, -1.1818, 1.8228)  -0.73
H (3.2384, -1.2238, 2.4092)  0.26
H (2.0889, -2.1320, 1.7588)  0.40
O (-4.6235, -0.0605, -0.4505)  -0.74
H (-4.6517, -0.3563, -1.3812)  0.33
H (-4.0272, 0.7310, -0.4475)  0.42
O (-3.0869, -2.0502, 0.8101)  -0.73
H (-2.8715, -1.6485, 1.6373)  0.33
H (-3.4497, -1.2241, 0.3817)  0.36
O (-0.9559, -3.3660, -0.3665)  -0.77
H (-1.7299, -2.8936, 0.0395)  0.46
H (-1.3555, -3.9137, -1.0350)  0.28
O (-0.1728, -0.9664, -1.4654)  -0.64
H (-0.4053, -1.8731, -1.3281)  0.35
H (-0.1809, -0.5569, -0.5256)  0.37
O (1.8306, 0.2960, -2.3788)  -0.69
H (1.8445, 0.7464, -3.2500)  0.26
H (1.0856, -0.3797, -2.2870)  0.40
O (0.0674, 0.0059, 1.3158)  -0.55
H (-0.0400, 0.9522, 1.5719)  0.28
H (0.8147, -0.5407, 1.6464)  0.32
O (1.2849, -3.4331, 1.1236)  -0.66
H (1.6790, -4.1752, 0.6248)  0.28
H (0.3615, -3.4152, 0.8595)  0.35
O (0.5142, 2.6343, 2.0430)  -0.60
H (1.3630, 2.9145, 1.6645)  0.29
H (0.2280, 3.2612, 2.7853)  0.28
O (-2.9787, 2.4751, -0.3670)  -0.69
H (-2.1667, 2.4967, -0.9176)  0.40
H (-2.5533, 2.6648, 0.4441)  0.28

***

DFT (ωB97M-V/def2-TZVPD) results for 13 unconnected molecules or ions with the total composition H26O13 in a non-equilibrium geometry.

## Properties
* charge: 0
* highest occupied orbital energy: -10.176 eV
* total energy: -27036.5202 eV

Last column: Mulliken charge in e.
CARTESIAN COORDINATES (ANGSTROEM)
H (-1.3626, 0.5102, -0.4188)  0.29
H (-0.0107, 0.2021, -1.0415)  0.26
H (-2.5444, -0.9390, 0.2872)  0.26
H (-3.4201, -1.5851, -0.7738)  0.27
H (-1.0915, -2.5892, -4.1717)  0.31
H (-0.4986, -1.9250, -2.9399)  0.29
H (-3.0951, 1.7465, -1.4963)  0.24
H (-3.8257, 0.4264, -1.3135)  0.45
H (-1.6263, 4.8821, -0.1269)  0.31
H (-2.9516, 5.3892, -0.6716)  0.33
H (-0.1328, -3.2288, 0.7643)  0.27
H (0.1174, -2.6586, 2.1507)  0.28
H (4.1039, 2.5254, -2.1555)  0.30
H (3.1301, 1.3591, -2.1968)  0.33
H (-1.6509, -0.0314, 3.3793)  0.31
H (-1.6899, 1.4760, 3.5694)  0.30
H (4.0654, -1.3076, -2.2001)  0.27
H (4.2719, -0.2609, -3.2826)  0.32
H (2.1930, -0.9867, 3.4772)  0.32
H (2.7451, 0.3425, 2.9888)  0.20
H (2.8198, 2.0610, 2.0452)  0.29
H (2.0984, 2.9362, 1.0334)  0.30
H (1.9061, -2.3368, 1.9026)  0.30
H (2.1528, -2.1166, 0.4192)  0.28
H (-3.4954, -4.1748, 0.3361)  0.28
H (-1.9846, -4.1024, 0.4856)  0.28
O (-0.9121, 0.4563, -1.2692)  -0.53
O (-3.0764, -0.7308, -0.4892)  -0.63
O (-0.4651, -1.9077, -3.9030)  -0.61
O (-3.8344, 1.2330, -1.8410)  -0.63
O (-2.2326, 5.6297, -0.0765)  -0.64
O (-0.2897, -2.4454, 1.3035)  -0.59
O (3.9337, 1.6631, -1.7599)  -0.64
O (-1.2723, 0.6775, 3.9114)  -0.61
O (4.2439, -0.3688, -2.3252)  -0.58
O (2.1358, -0.3632, 2.7444)  -0.50
O (1.9402, 2.3628, 1.7919)  -0.58
O (2.5889, -2.0688, 1.2774)  -0.56
O (-2.7879, -3.5895, 0.6292)  -0.54

***

DFT (ωB97M-V/def2-TZVPD) results for 13 unconnected molecules or ions with the total composition H26O13 in a non-equilibrium geometry.

## Properties
* charge: 0
* highest occupied orbital energy: -9.950 eV
* total energy: -27037.4374 eV

Last column: Mulliken charge in e.
CARTESIAN COORDINATES (ANGSTROEM)
H (0.0996, 0.1212, -0.7573)  0.24
H (-0.9117, -0.1501, 0.3443)  0.15
H (2.2908, -2.1016, -1.6795)  0.31
H (3.7984, -1.9277, -1.5960)  0.27
H (3.2030, -2.0332, 1.0864)  0.32
H (3.4464, -1.2794, 2.3835)  0.26
H (0.4432, 4.0671, 1.2492)  0.28
H (-0.2274, 3.7321, 2.5713)  0.28
H (2.2048, 0.0481, -1.8635)  0.30
H (2.6099, 1.1008, -0.8448)  0.35
H (-4.2293, -0.3088, 1.0278)  0.29
H (-3.1807, 0.0831, -0.0003)  0.29
H (-2.3601, 1.1701, -3.0832)  0.28
H (-2.8583, 1.9794, -1.8970)  0.32
H (0.0337, 0.4592, 2.3772)  0.31
H (-1.1815, -0.4210, 2.6193)  0.26
H (-2.3543, 1.9938, 0.5428)  0.28
H (-1.1810, 2.5499, -0.2474)  0.32
H (-0.8898, -2.1817, -2.3350)  0.29
H (-0.5390, -2.8557, -1.0187)  0.29
H (-2.7651, -2.1626, 0.0425)  0.32
H (-4.1736, -2.7105, 0.2043)  0.29
H (1.2827, -2.5807, 1.4419)  0.38
H (1.5521, -3.6129, 2.5244)  0.29
H (2.8685, 4.1787, -1.2976)  0.30
H (1.7184, 3.1965, -1.1466)  0.30
O (0.0301, -0.0102, 0.1950)  -0.30
O (3.0039, -1.5120, -1.9494)  -0.60
O (3.0116, -1.1977, 1.5272)  -0.55
O (0.3120, 3.3442, 1.8730)  -0.55
O (2.6023, 0.9232, -1.7921)  -0.63
O (-3.3338, -0.5170, 0.7382)  -0.62
O (-2.5326, 1.1046, -2.1372)  -0.58
O (-0.3453, -0.3949, 2.1407)  -0.63
O (-2.0140, 2.8110, 0.1613)  -0.63
O (-0.1814, -2.6629, -1.8927)  -0.60
O (-3.5397, -2.4296, -0.4652)  -0.61
O (1.8082, -3.3669, 1.6284)  -0.68
O (2.4792, 3.5541, -0.6751)  -0.62

***

DFT (ωB97M-V/def2-TZVPD) results for 13 unconnected molecules or ions with the total composition H26O13 in a non-equilibrium geometry.

## Properties
* charge: 0
* highest occupied orbital energy: -9.734 eV
* total energy: -27039.2318 eV

Last column: Mulliken charge in e.
CARTESIAN COORDINATES (ANGSTROEM)
O (14.1520, 9.4330, 3.7120)  -0.57
H (15.0880, 9.7120, 3.6280)  0.25
H (14.1290, 8.6600, 3.0970)  0.28
O (14.1960, 6.5630, 7.8800)  -0.63
H (14.4770, 5.6870, 8.1250)  0.28
H (14.8480, 6.9610, 7.3370)  0.42
O (18.4610, 9.2820, 7.2390)  -0.77
H (18.6890, 8.6550, 6.5690)  0.31
H (17.6650, 9.7680, 6.9260)  0.43
O (15.6240, 12.0660, 2.2210)  -0.61
H (15.2770, 12.9950, 2.1790)  0.29
H (15.5090, 11.9510, 3.1420)  0.37
O (16.7850, 9.7500, 3.5620)  -0.53
H (17.5730, 10.1430, 3.9820)  0.25
H (17.0350, 8.9380, 3.1790)  0.22
O (16.0550, 12.8710, 8.4130)  -0.69
H (16.5610, 12.6200, 7.6270)  0.34
H (15.3670, 13.5090, 8.2670)  0.29
O (17.8530, 12.2980, 6.3680)  -0.56
H (18.6210, 12.7600, 6.6390)  0.24
H (17.7530, 12.6700, 5.5040)  0.26
O (15.8070, 10.1330, 6.4580)  -0.19
H (15.5890, 10.5880, 5.6640)  0.15
H (15.7220, 9.2250, 6.2790)  0.35
O (14.7780, 12.1070, 4.8230)  -0.56
H (14.9320, 12.9250, 5.3540)  0.23
H (13.8260, 12.1810, 4.7160)  0.27
O (15.7170, 7.4280, 5.8910)  -0.65
H (16.4970, 6.9110, 6.0580)  0.29
H (15.3960, 7.1290, 5.0760)  0.21
O (16.3280, 10.5020, 9.5130)  -0.66
H (15.5550, 9.8580, 9.5690)  0.39
H (15.9250, 11.2580, 9.0960)  0.33
O (17.2030, 7.6790, 8.8920)  -0.66
H (17.6930, 8.2300, 8.2340)  0.39
H (16.7150, 8.2580, 9.5100)  0.28
O (13.5400, 10.3120, 8.0130)  -0.59
H (14.2370, 10.4870, 7.3540)  0.26
H (13.1910, 11.2070, 8.0460)  0.30

***

DFT (ωB97M-V/def2-TZVPD) results for 13 unconnected molecules or ions with the total composition H26O13 in a non-equilibrium geometry.

## Properties
* charge: 0
* highest occupied orbital energy: -10.424 eV
* total energy: -27037.8178 eV

Last column: Mulliken charge in e.
CARTESIAN COORDINATES (ANGSTROEM)
H (0.6579, -0.1288, 0.1345)  0.37
H (0.7267, -0.0599, -1.3823)  0.21
H (2.4405, 1.8833, 2.0843)  0.32
H (1.2272, 2.5780, 2.6804)  0.24
H (-1.4748, 3.9179, 2.9902)  0.30
H (-1.0694, 2.7921, 2.0531)  0.32
H (-0.0120, -1.6543, -5.0700)  0.32
H (-0.2601, -3.1119, -5.4220)  0.31
H (-3.2939, -2.7359, -2.1839)  0.31
H (-3.1784, -2.0182, -0.8491)  0.34
H (1.9813, -4.0016, 0.6502)  0.30
H (2.5060, -4.2240, 2.0592)  0.32
H (1.2650, -3.0686, -1.5609)  0.26
H (2.5387, -2.2395, -1.5769)  0.29
H (-0.6917, -1.2643, 0.8412)  0.26
H (-1.5343, -0.5416, -0.1970)  0.16
H (-3.4435, 1.4085, -0.7021)  0.41
H (-3.3835, -0.1037, -0.5622)  0.29
H (-1.7257, 2.9355, 0.0606)  0.27
H (-0.2732, 3.2066, -0.2959)  0.23
H (-2.1348, 0.7810, -2.7749)  0.33
H (-1.8331, 0.9399, -1.2938)  0.05
H (3.2051, 0.0324, 0.6684)  0.33
H (3.7125, 1.3259, 1.2844)  0.37
H (0.8069, 0.2851, 5.2788)  0.29
H (1.1890, 1.3060, 4.2196)  0.38
O (1.0307, 0.3910, -0.5865)  -0.64
O (2.1665, 2.4247, 2.8331)  -0.66
O (-1.3750, 3.7061, 2.0552)  -0.63
O (0.2542, -2.3422, -5.6905)  -0.63
O (-2.6499, -2.3310, -1.5920)  -0.59
O (2.5335, -4.5960, 1.1705)  -0.63
O (1.5932, -2.1767, -1.4006)  -0.50
O (-0.9857, -0.3844, 0.5797)  -0.50
O (-3.8963, 0.6018, -0.9725)  -0.60
O (-0.9189, 2.4942, -0.2283)  -0.40
O (-1.7604, 1.3997, -2.1378)  -0.54
O (3.7587, 0.3681, 1.3824)  -0.65
O (0.5058, 0.6648, 4.4456)  -0.61

***

DFT (ωB97M-V/def2-TZVPD) results for 13 unconnected molecules or ions with the total composition H26O13 in a non-equilibrium geometry.

## Properties
* charge: 0
* highest occupied orbital energy: -10.190 eV
* total energy: -27039.1813 eV

Last column: Mulliken charge in e.
CARTESIAN COORDINATES (ANGSTROEM)
O (1.2720, -2.2957, 1.0958)  -0.63
H (0.9110, -2.1137, 0.2308)  0.35
H (1.1610, -3.1677, 1.4048)  0.28
O (-2.6390, 1.3983, -0.0572)  -0.62
H (-1.7290, 1.6103, 0.0828)  0.18
H (-2.9310, 2.2533, -0.3712)  0.36
O (-0.7620, -0.1587, -4.3262)  -0.66
H (-1.1580, -0.4117, -3.4612)  0.42
H (-1.4170, -0.3057, -5.0282)  0.29
O (2.5030, 1.9673, -0.2382)  -0.64
H (3.2120, 1.4763, -0.6342)  0.29
H (1.7300, 1.3963, -0.3072)  0.45
O (0.5870, -2.3767, -1.7632)  -0.62
H (0.8660, -1.5107, -2.1822)  0.31
H (1.2370, -3.0237, -2.0852)  0.26
O (-0.4100, 2.8853, -1.1352)  -0.66
H (0.0070, 2.0573, -0.9802)  0.33
H (-1.2080, 2.4873, -1.5162)  0.38
O (-0.1180, 1.4103, 1.9148)  -0.66
H (-0.6720, 2.1793, 1.9268)  0.29
H (-0.3430, 0.8013, 2.6108)  0.27
O (-1.6650, -2.2397, 0.3298)  -0.52
H (-1.8510, -2.4417, -0.5382)  0.19
H (-2.4920, -1.9627, 0.6528)  0.30
O (-1.9860, -0.6467, -1.9592)  -0.72
H (-2.1970, 0.2763, -1.7532)  0.37
H (-2.7890, -1.0887, -1.7382)  0.27
O (0.2780, 0.2773, -0.4762)  -0.52
H (-0.4990, -0.1777, -0.7172)  0.28
H (0.3110, 0.2723, 0.4878)  0.30
O (1.9280, 2.7553, 2.7798)  -0.67
H (2.3170, 3.0533, 1.9798)  0.33
H (1.3640, 2.1163, 2.4278)  0.41
O (3.1510, -0.1987, 1.9588)  -0.56
H (3.4550, 0.5653, 1.4498)  0.35
H (2.5280, -0.4337, 1.3148)  0.25
O (-0.6740, -1.9457, 3.1278)  -0.66
H (-0.3580, -1.8287, 2.2348)  0.32
H (-0.9200, -2.9097, 3.2558)  0.29

***

Q: Which relative energy (zero: lowest compared OMol25 entry of this formula, charge and spin) values were calculated for the entries above? A: 0.613, 5.427, 4.510, 2.715, 4.129, 2.766, in eV.
Q: Which gap between HOMO and LUMO values were calculated for the entries above? A: 11.0, 9.6, 9.9, 9.2, 10.0, 9.8, in eV.